A molecular structure, C9H25Ba2O7 in a non-equilibrium geometry. Source: the Open Molecules 2025 dataset; level of theory: wB97M-V/def2-TZVPD.

```
43
C9H25Ba2O7 wB97M-V/def2-TZVPD
Ba 9.56793 -6.27815 20.58986
Ba 16.90198 -7.04638 18.47857
O 14.87471 -1.87780 22.82401
C 15.24411 -2.66775 21.90949
O 16.41007 -2.57005 21.44662
O 14.51378 -3.56320 21.46439
H 15.62728 -1.28302 22.86256
C 23.19809 -1.74699 17.08415
C 23.09672 -2.67582 18.35593
O 21.77277 -3.22255 18.27062
H 22.53450 -0.92402 17.34964
H 22.93815 -2.12972 16.09722
H 24.16545 -1.25009 17.01049
H 23.14653 -2.40882 19.41155
H 23.76270 -3.52603 18.20844
H 21.21760 -2.67703 18.83256
C 8.90625 -0.94849 26.06275
C 8.23358 -1.16083 24.62868
O 9.20989 -1.81117 23.94347
H 9.95731 -0.67724 25.96374
H 8.83217 -1.92289 26.54561
H 8.48996 -0.14397 26.66901
H 7.82595 -0.21353 24.27574
H 7.33226 -1.77336 24.65151
H 10.00328 -1.28144 24.05085
C 16.89273 -1.17240 30.19549
C 15.55396 -0.63423 29.77167
O 15.77270 0.29336 28.79956
H 16.90884 -2.03010 30.86795
H 17.38892 -0.44302 30.83570
H 17.50053 -1.33234 29.30493
H 15.07433 -0.20644 30.65205
H 14.93862 -1.48392 29.47583
H 14.96890 0.63697 28.40279
C 21.98645 1.65887 24.41649
C 20.59226 1.28683 23.90708
O 20.53712 1.44595 22.51826
H 22.20512 1.68105 25.48410
H 22.43029 2.53909 23.95136
H 22.69103 0.93442 24.00805
H 19.86226 1.98375 24.31876
H 20.35001 0.25888 24.17675
H 19.91881 0.85314 22.08484
```

net charge = +3
LUMO level = -11.27 eV
frontier orbital gap = 2.224 eV
electronic energy = -934.32917 Eh
energy relative to the best compared isomer or geometry (same formula, charge and spin) = 5.723 eV

Results of the natural (NBO) charge analysis, in e, for atoms 1 through 5:
1 Ba 1.839
2 Ba 1.868
3 O -0.656
4 C 0.933
5 O -0.717